(1)
{
  "formula": "C10H17ClN3O",
  "method": "ωB97M-V with the def2-TZVPD basis set",
  "elements": ["C", "C", "C", "C", "C", "C", "C", "C", "C", "C", "N", "N", "N", "O", "Cl", "H", "H", "H", "H", "H", "H", "H", "H", "H", "H", "H", "H", "H", "H", "H", "H", "H"],
  "coordinates": [[-2.967, -1.675, -0.435], [-0.745, 0.154, 0.869], [-1.778, -0.441, 1.814], [-0.911, 0.093, -0.601], [-3.241, -0.094, 1.401], [-3.303, -0.314, -0.144], [-2.380, 0.551, -0.928], [3.887, 0.318, 0.382], [2.657, 0.916, -1.726], [2.853, -0.020, -0.607], [-3.017, -2.735, -0.810], [0.364, 0.647, 1.341], [2.372, -1.261, -0.678], [1.380, 1.043, 0.679], [-2.650, 2.264, -0.663], [-1.567, -1.497, 1.643], [-1.495, -0.131, 2.862], [-0.161, 0.809, -0.840], [-0.907, -0.915, -1.144], [-3.838, -0.665, 1.917], [-3.517, 0.879, 1.628], [-4.464, -0.240, -0.417], [-2.483, 0.322, -2.095], [3.996, 1.388, 0.531], [3.818, -0.301, 1.292], [4.930, 0.022, -0.098], [3.657, 1.491, -1.844], [2.389, 0.428, -2.696], [1.879, 1.691, -1.517], [2.636, -1.928, 0.026], [2.111, -1.588, -1.526], [0.497, 0.789, 2.382]],
  "homo_ev": -12.6,
  "de_lowest_ev": 0.4402,
  "total_charge": 1,
  "gap_ev": 8.91
}

(2)
{
  "formula": "CHF2IO",
  "method": "ωB97M-V with the def2-TZVPD basis set",
  "elements": ["C", "O", "F", "F", "I", "H"],
  "coordinates": [[-1.981, -1.234, -0.302], [-2.269, -0.119, -0.152], [0.600, -0.508, 0.059], [-1.979, -1.890, -1.486], [-1.821, -2.663, 1.249], [0.834, -0.792, -0.799]],
  "homo_ev": -10.3,
  "de_lowest_ev": 0.2200,
  "smiles": "O=C(F)I.F",
  "total_charge": 0,
  "gap_ev": 10.31
}

(3)
{
  "formula": "C4H12N2O",
  "method": "ωB97M-V with the def2-TZVPD basis set",
  "elements": ["C", "C", "C", "C", "N", "N", "H", "H", "H", "H", "H", "H", "H", "H", "H", "H", "H", "H", "O"],
  "coordinates": [[0.507, 1.630, 0.222], [0.247, 0.371, -0.564], [-1.149, 0.151, -1.259], [-1.603, -1.128, -1.129], [-1.860, 1.356, -1.319], [-0.561, 2.017, 1.236], [0.782, 2.490, -0.383], [1.373, 1.427, 0.876], [1.019, 0.216, -1.317], [0.369, -0.485, 0.110], [-2.652, -1.212, -1.374], [-0.903, -1.892, -0.803], [-1.585, 1.897, -0.507], [-2.872, 1.272, -1.365], [-0.008, 2.402, 1.995], [-0.877, 1.124, 1.618], [2.740, -4.220, 1.766], [3.809, -3.353, 1.248], [3.224, -4.061, 0.949]],
  "homo_ev": -8.0,
  "de_lowest_ev": 2.4113,
  "smiles": "C=C(N)CCN.O",
  "total_charge": 0,
  "gap_ev": 8.63
}

(4)
{
  "formula": "C39H39GaNO5PTe2",
  "method": "ωB97M-V with the def2-TZVPD basis set",
  "elements": ["Ga", "C", "C", "C", "C", "C", "O", "C", "C", "C", "C", "C", "C", "C", "O", "C", "C", "C", "N", "C", "C", "Te", "C", "C", "C", "C", "C", "C", "C", "C", "C", "C", "C", "C", "H", "H", "H", "H", "H", "H", "H", "H", "H", "H", "H", "H", "H", "H", "H", "H", "H", "H", "H", "H", "H", "H", "H", "H", "C", "C", "O", "P", "O", "Te", "O", "C", "C", "H", "H", "H", "H", "H", "H", "H", "H", "H", "H", "C", "C", "C", "C", "C", "C", "H", "H", "H", "H", "H"],
  "coordinates": [[1.132, -0.652, -0.095], [-2.367, 2.503, -5.319], [-1.642, 1.599, -4.346], [-1.409, 0.258, -4.630], [-0.754, -0.586, -3.752], [-0.473, -1.988, -4.246], [-0.209, -2.138, -5.420], [-0.552, -3.183, -3.344], [0.098, -4.349, -3.736], [0.000, -5.498, -2.966], [-0.762, -5.488, -1.801], [-1.426, -4.329, -1.416], [-1.319, -3.182, -2.189], [-0.255, -0.083, -2.537], [0.402, -0.897, -1.762], [-0.442, 1.292, -2.232], [-1.151, 2.086, -3.151], [0.118, 1.943, -1.026], [0.804, 1.330, -0.115], [1.336, 2.020, 1.097], [2.848, 1.818, 1.252], [3.546, 2.892, 2.960], [2.351, 1.727, 4.260], [1.575, 2.337, 5.240], [0.782, 1.562, 6.081], [0.747, 0.182, 5.937], [1.520, -0.430, 4.958], [2.330, 0.338, 4.127], [-0.107, 3.421, -0.888], [0.871, 4.307, -1.327], [0.705, 5.674, -1.144], [-0.441, 6.157, -0.521], [-1.427, 5.272, -0.107], [-1.262, 3.903, -0.290], [-2.815, 1.928, -6.131], [-1.682, 3.230, -5.763], [-3.161, 3.064, -4.820], [-1.733, -0.159, -5.579], [0.678, -4.337, -4.648], [0.509, -6.405, -3.274], [-0.843, -6.385, -1.197], [-2.019, -4.320, -0.509], [-1.836, -2.279, -1.890], [-1.311, 3.132, -2.919], [0.832, 1.580, 1.947], [1.107, 3.070, 1.106], [3.410, 2.175, 0.382], [3.110, 0.777, 1.412], [1.582, 3.416, 5.348], [0.177, 2.043, 6.842], [0.117, -0.417, 6.586], [1.501, -1.508, 4.837], [2.942, -0.154, 3.378], [1.767, 3.920, -1.807], [1.473, 6.361, -1.486], [-0.561, 7.222, -0.355], [-2.331, 5.643, 0.364], [-2.026, 3.208, 0.048], [-3.640, 0.389, -0.500], [-3.411, -0.833, 0.368], [-1.978, -1.099, 0.525], [-1.210, -0.945, 1.934], [0.272, -1.149, 1.495], [-1.881, 0.959, 3.093], [-1.448, -2.309, 2.731], [-2.437, -2.562, 3.767], [-3.552, -3.431, 3.231], [-4.702, 0.474, -0.751], [-3.064, 0.329, -1.429], [-3.331, 1.288, 0.041], [-3.852, -1.723, -0.080], [-3.871, -0.672, 1.339], [-2.819, -1.627, 4.154], [-1.913, -3.069, 4.573], [-4.156, -2.891, 2.498], [-4.203, -3.744, 4.051], [-3.141, -4.322, 2.749], [5.705, -1.870, -0.372], [5.000, -2.176, 0.787], [3.650, -1.860, 0.883], [2.984, -1.234, -0.174], [3.705, -0.936, -1.337], [5.057, -1.251, -1.436], [6.759, -2.114, -0.448], [5.506, -2.660, 1.617], [3.107, -2.107, 1.791], [3.204, -0.462, -2.176], [5.605, -1.013, -2.343]],
  "homo_ev": -7.6,
  "de_lowest_ev": 0.1281,
  "total_charge": 0,
  "gap_ev": 7.37
}

(5)
{
  "formula": "C3H2Cl2N2",
  "method": "ωB97M-V with the def2-TZVPD basis set",
  "elements": ["C", "C", "C", "H", "H", "N", "N", "Cl", "Cl"],
  "coordinates": [[0.060, 0.176, -1.115], [0.691, 0.723, 0.134], [-0.026, -0.100, 1.186], [1.216, 1.722, 0.106], [-1.429, -1.681, 0.800], [-0.626, -1.028, 0.373], [-0.680, -0.905, -0.983], [-0.076, 0.990, -2.736], [0.370, -0.479, 2.861]],
  "homo_ev": -9.6,
  "de_lowest_ev": 2.2589,
  "smiles": "Clc1cc(Cl)[nH]n1",
  "total_charge": 0,
  "gap_ev": 9.84
}

(6)
{
  "formula": "C34H28AuGeN2O6S",
  "method": "ωB97M-V with the def2-TZVPD basis set",
  "elements": ["Au", "C", "C", "C", "C", "C", "C", "C", "S", "O", "O", "N", "C", "C", "O", "O", "H", "H", "H", "H", "H", "H", "H", "H", "H", "C", "Ge", "C", "C", "C", "C", "C", "C", "C", "C", "C", "C", "C", "C", "C", "C", "C", "C", "H", "H", "H", "H", "H", "H", "H", "H", "H", "H", "H", "H", "H", "H", "H", "O", "C", "N", "C", "O", "C", "C", "C", "C", "C", "C", "H", "H", "H", "H"],
  "coordinates": [[0.537, -0.091, -0.087], [5.036, 2.540, -3.645], [4.764, 1.582, -2.580], [5.030, 0.211, -2.684], [4.786, -0.621, -1.629], [4.265, -0.160, -0.406], [3.957, 1.172, -0.299], [4.202, 2.072, -1.355], [3.546, -1.277, 0.756], [3.267, -0.285, 1.822], [4.475, -2.375, 0.979], [2.150, -1.741, 0.201], [2.129, -2.981, -0.593], [0.704, -3.305, -1.065], [0.653, -4.214, -1.905], [-0.317, -2.701, -0.588], [4.748, 3.609, -3.500], [4.496, 2.256, -4.598], [6.108, 2.390, -3.879], [5.539, -0.108, -3.545], [4.931, -1.765, -1.710], [3.503, 1.461, 0.674], [3.880, 3.051, -1.301], [2.545, -3.732, 0.106], [2.802, -2.810, -1.449], [-0.040, -2.853, 2.365], [-0.932, -1.408, 1.404], [-1.736, -0.430, 3.048], [-0.883, -0.439, 4.142], [-1.236, 0.212, 5.332], [-2.363, 0.946, 5.347], [-3.215, 1.038, 4.238], [-2.905, 0.323, 3.124], [-2.665, -1.708, 0.478], [-2.920, -1.211, -0.750], [-4.249, -1.265, -1.241], [-5.292, -1.676, -0.559], [-5.093, -2.384, 0.694], [-6.122, -2.984, 1.523], [-5.751, -3.637, 2.654], [-4.465, -3.623, 3.118], [-3.481, -3.021, 2.368], [-3.782, -2.332, 1.167], [0.175, -3.771, 1.758], [-0.389, -2.968, 3.393], [0.957, -2.383, 2.387], [0.079, -0.922, 3.976], [-0.503, 0.258, 6.110], [-2.752, 1.386, 6.280], [-4.190, 1.532, 4.344], [-3.704, 0.311, 2.336], [-2.098, -0.881, -1.396], [-4.382, -0.785, -2.275], [-6.188, -1.617, -1.119], [-7.127, -2.953, 1.238], [-6.598, -4.207, 3.149], [-4.110, -4.249, 3.909], [-2.474, -3.096, 2.623], [1.637, 0.852, -3.453], [1.091, 1.725, -2.759], [0.746, 1.639, -1.397], [0.634, 2.858, -0.875], [0.571, 3.143, 0.294], [0.672, 3.824, -2.001], [0.614, 5.232, -2.091], [0.642, 5.838, -3.354], [0.867, 5.126, -4.494], [1.002, 3.754, -4.397], [0.881, 3.155, -3.190], [0.537, 5.806, -1.152], [0.565, 6.910, -3.374], [1.036, 5.642, -5.398], [1.203, 3.119, -5.242]],
  "homo_ev": [-1.9, -2.6],
  "de_lowest_ev": 0.0000,
  "total_charge": -2,
  "gap_ev": [6.06, 6.64],
  "spin_multiplicity": 2
}

(7)
{
  "formula": "C5H6O",
  "method": "ωB97M-V with the def2-TZVPD basis set",
  "elements": ["C", "C", "C", "C", "C", "O", "H", "H", "H", "H", "H", "H"],
  "coordinates": [[1.808, -0.429, 0.054], [0.500, 0.276, 0.017], [-0.696, -0.042, 0.803], [-1.631, 0.879, 0.073], [-0.554, 0.277, -0.855], [-1.003, -1.182, 1.145], [2.350, -0.210, 0.980], [2.455, -0.185, -0.789], [1.598, -1.508, 0.053], [-1.500, 1.958, 0.100], [-2.669, 0.550, 0.132], [-0.658, -0.382, -1.712]],
  "homo_ev": -9.1,
  "de_lowest_ev": 2.9530,
  "total_charge": 0,
  "gap_ev": 9.57
}

(8)
{
  "formula": "C17H36GeN4O4RhS2Si3",
  "method": "ωB97M-V with the def2-TZVPD basis set",
  "elements": ["Rh", "C", "C", "N", "N", "C", "N", "S", "C", "C", "C", "C", "C", "N", "H", "H", "H", "H", "H", "H", "H", "H", "H", "O", "S", "O", "O", "O", "C", "Si", "C", "C", "Ge", "Si", "C", "C", "C", "Si", "C", "C", "C", "H", "H", "H", "H", "H", "H", "H", "H", "H", "H", "H", "H", "H", "H", "H", "H", "H", "H", "H", "H", "H", "H", "H", "H", "H", "H", "H"],
  "coordinates": [[-0.787, 0.655, -0.788], [-3.765, 1.478, 2.213], [-2.851, 1.402, 1.038], [-1.901, 0.536, 0.894], [-1.538, -0.272, 1.938], [-0.218, -0.317, 2.031], [0.265, -1.170, 2.975], [0.923, 0.610, 1.112], [-2.866, 2.421, -0.010], [-3.814, 3.437, -0.107], [-3.682, 4.379, -1.106], [-2.599, 4.301, -1.976], [-1.688, 3.275, -1.828], [-1.821, 2.357, -0.868], [-3.424, 0.796, 2.987], [-4.776, 1.192, 1.912], [-3.808, 2.490, 2.616], [-0.393, -1.535, 3.642], [1.214, -1.041, 3.275], [-4.639, 3.470, 0.588], [-4.417, 5.166, -1.210], [-2.454, 5.026, -2.764], [-0.821, 3.143, -2.462], [2.157, -2.509, -0.926], [1.459, -1.302, -1.282], [1.172, -1.396, -3.276], [0.499, 1.170, -2.338], [0.008, -1.375, -0.972], [0.245, -4.131, -3.393], [1.389, -2.849, -4.113], [3.178, -3.359, -3.984], [0.951, -2.510, -5.905], [0.442, 0.359, -3.878], [2.727, 1.195, -4.409], [2.460, 3.055, -4.381], [3.364, 0.638, -6.088], [3.869, 0.648, -3.035], [-2.370, -0.483, -2.163], [-3.985, 0.533, -2.075], [-2.384, -0.847, -4.028], [-2.812, -2.049, -1.213], [0.374, -5.092, -3.894], [-0.799, -3.828, -3.496], [0.449, -4.268, -2.330], [3.340, -4.301, -4.512], [3.471, -3.493, -2.943], [3.835, -2.609, -4.432], [1.276, -3.344, -6.530], [1.440, -1.610, -6.278], [-0.123, -2.388, -6.053], [1.736, 3.376, -5.131], [3.399, 3.581, -4.572], [2.093, 3.346, -3.397], [2.743, 1.019, -6.900], [3.405, -0.448, -6.171], [4.380, 1.014, -6.232], [3.587, 1.118, -2.093], [4.884, 0.958, -3.301], [3.871, -0.431, -2.887], [-3.890, 1.520, -2.532], [-4.309, 0.651, -1.044], [-4.795, 0.017, -2.598], [-2.270, 0.044, -4.644], [-3.381, -1.264, -4.191], [-1.647, -1.579, -4.362], [-3.233, -1.762, -0.248], [-1.967, -2.704, -1.021], [-3.568, -2.609, -1.773]],
  "homo_ev": [-7.2, -7.4],
  "de_lowest_ev": 0.8541,
  "total_charge": 0,
  "gap_ev": [6.75, 6.42],
  "spin_multiplicity": 2
}